(1)
C12H88ClNO38 | wB97M-V/def2-TZVPD

Properties
- Kohn-Sham gap: 7.9 eV
- LUMO level: -0.1 eV
- HOMO energy: -7.9575 eV

Last column: Mulliken charge in e.
Element x y z (Å)
O  2.8941  -1.1707  2.9326  -0.54
C  1.8192  -0.4180  3.1616  0.34
N  0.9233  -0.8651  4.3320  -0.22
C  0.4296  -2.2792  4.1531  -0.58
C  -1.1551  -2.4234  3.7490  -0.62
C  -1.5941  -1.5610  2.4201  0.17
Cl  -3.4551  -1.2958  2.3232  -0.22
O  1.4191  0.8153  2.4845  -0.24
C  2.2139  1.1203  1.2924  -0.02
C  1.4787  0.5804  -0.1100  0.65
C  1.8915  -0.9509  -0.5179  -0.10
C  2.7862  -1.1690  -1.9144  -0.40
C  3.2053  -2.7017  -2.4294  -0.47
C  2.7586  -4.0795  -1.6148  -0.14
C  1.8979  -3.8444  -0.2149  -0.84
C  1.4822  -2.3250  0.2819  0.25
H  0.1104  -0.1816  4.3922  0.34
H  1.0386  -2.9383  3.4038  0.34
H  0.5452  -2.8086  5.2170  0.30
H  -1.9062  -2.1645  4.6234  0.37
H  -1.3192  -3.5731  3.4722  0.27
H  -1.0130  -0.5473  2.2913  -0.10
H  -1.3299  -2.2385  1.4811  0.21
H  3.3474  0.8369  1.3472  0.28
H  2.1921  2.3099  1.1818  0.06
H  1.9308  1.2842  -0.9625  -0.38
H  0.3131  0.6747  -0.0521  0.28
H  3.1480  -0.2894  -2.6016  0.37
H  3.8241  -2.8882  -3.4267  0.30
H  3.0110  -5.1672  -1.9647  0.32
H  1.5529  -4.7905  0.4040  0.17
H  0.8562  -2.2403  1.2673  0.09
O  -1.0436  0.0212  -2.0263  -0.59
H  -0.2205  -0.4846  -2.1027  0.32
H  -1.5906  -0.5108  -1.4290  0.25
O  -4.5273  0.4639  5.1150  -0.61
H  -4.4282  1.4134  4.9490  0.31
H  -4.3858  0.0583  4.2464  0.31
O  2.9962  -7.0930  -1.2561  -0.56
H  3.8192  -7.5988  -1.3326  0.29
H  2.4491  -7.6250  -0.6588  0.25
O  2.7574  1.6505  -2.8026  -0.53
H  2.3237  2.0187  -3.5870  0.25
H  3.3550  2.3560  -2.5125  0.21
O  3.5927  2.0013  -5.4033  -0.59
H  4.4116  2.4792  -5.6035  0.27
H  3.8966  1.1759  -4.9968  0.33
O  2.0325  -5.8715  -4.1505  -0.58
H  1.4117  -6.0138  -4.8808  0.26
H  1.8846  -6.6303  -3.5663  0.33
O  0.3909  3.0194  -3.0505  -0.58
H  -0.2300  2.8772  -3.7808  0.32
H  0.2430  2.2606  -2.4662  0.20
O  2.5732  4.4663  1.5779  -0.83
H  3.1448  4.5595  2.3549  0.39
H  1.7340  4.1461  1.9416  0.35
O  4.1536  6.7818  1.4391  -0.58
H  3.5857  5.9973  1.4066  0.49
H  3.9661  7.2413  0.6068  0.19
O  -2.4092  1.6474  1.0244  -0.52
H  -3.0300  1.5052  0.2941  0.31
H  -2.5571  0.8886  1.6086  0.23
O  -4.8891  1.0742  -0.6754  -0.57
H  -5.2024  0.1645  -0.7911  0.25
H  -5.6910  1.6110  -0.7636  0.37
O  -7.0904  -2.0459  2.3541  -0.61
H  -7.2451  -2.9531  2.0505  0.34
H  -6.1299  -1.9996  2.4736  0.26
O  4.8320  4.5242  3.2528  -0.60
H  5.6509  5.0021  3.0526  0.25
H  5.1359  3.6988  3.6593  0.31
O  5.2677  -3.2028  -5.1850  -0.65
H  5.1130  -4.1100  -5.4887  0.31
H  6.2282  -3.1565  -5.0655  0.32
O  -8.5685  -4.4855  3.8161  -0.62
H  -8.7981  -3.7125  3.2788  0.27
H  -9.0079  -4.3203  4.6638  0.34
O  0.5661  5.9853  -3.3141  -0.56
H  0.5467  5.0165  -3.3198  0.36
H  0.1060  6.2239  -2.4954  0.29
O  4.6357  -8.1278  -3.3886  -0.59
H  4.3225  -7.5680  -4.1149  0.30
H  5.5341  -8.3753  -3.6545  0.30
O  -6.0188  3.0972  -2.1177  -0.65
H  -6.3320  3.6569  -2.8440  0.29
H  -5.1204  2.8496  -2.3835  0.31
O  -7.5080  -2.6704  5.8515  -0.61
H  -6.5539  -2.7934  5.9681  0.29
H  -7.5939  -2.3563  4.9389  0.35
O  -9.9438  -6.8153  6.0132  -0.62
H  -9.0241  -6.5740  5.8265  0.29
H  -10.3121  -7.0260  5.1420  0.31
O  -7.4006  -7.7994  4.9376  -0.57
H  -6.5817  -7.3215  4.7374  0.25
H  -7.0967  -8.6248  5.3441  0.39
O  3.4373  2.5312  4.4555  -0.64
H  2.8693  1.7468  4.4230  0.28
H  3.2498  2.9907  3.6232  0.30
O  5.0964  7.0139  -1.4808  -0.59
H  5.9153  7.4917  -1.6809  0.30
H  5.4003  6.1885  -1.0742  0.31
O  -7.8300  -10.2974  3.4807  -0.68
H  -8.0596  -9.5244  2.9434  0.32
H  -8.2694  -10.1322  4.3285  0.31
O  2.4201  9.7560  -0.4065  -0.64
H  1.9100  9.2755  0.2627  0.32
H  2.9985  9.0798  -0.7902  0.31
O  -7.8138  0.6979  -0.0607  -0.60
H  -8.4347  0.5557  -0.7910  0.30
H  -7.9617  -0.0609  0.5236  0.31
O  0.6367  12.3096  -1.4402  -0.63
H  1.4556  12.7874  -1.6403  0.33
H  0.9407  11.4842  -1.0336  0.30
O  -7.1091  -11.8312  0.8716  -0.63
H  -7.1284  -12.8001  0.8659  0.31
H  -7.5692  -11.5927  1.6903  0.33
O  4.5015  3.5454  -7.9246  -0.70
H  4.1882  2.6357  -8.0402  0.33
H  3.6995  4.0821  -8.0127  0.35
O  2.2631  9.5912  -3.3924  -0.64
H  2.2438  8.6224  -3.3981  0.32
H  1.8030  9.8298  -2.5737  0.33
O  -5.6445  -9.3788  6.5586  -0.60
H  -5.2837  -10.2780  6.5736  0.30
H  -5.0688  -8.8855  7.1621  0.28
O  7.4645  5.1190  1.6894  -0.60
H  7.6484  4.3801  1.0901  0.30
H  7.8006  5.8943  1.2152  0.29
O  6.6346  2.8197  4.8224  -0.65
H  7.2062  2.9128  5.5993  0.30
H  5.7954  2.4995  5.1861  0.31
O  0.2051  1.6941  -5.6768  -0.62
H  0.0504  0.7870  -5.9804  0.29
H  1.1656  1.7405  -5.5573  0.30
O  4.6490  5.4284  -5.4637  -0.60
H  4.7481  6.3779  -5.6297  0.30
H  4.7905  5.0227  -6.3323  0.31
O  3.5636  3.6400  -10.4364  -0.60
H  4.5177  3.5171  -10.3198  0.33
H  3.4778  3.9542  -11.3490  0.29


(2)
C38H62BNO8 | wB97M-V/def2-TZVPD

Properties
- Kohn-Sham gap: 1.3 eV
- LUMO level: -5.2 eV
- HOMO energy: -6.5047 eV

Last column: Mulliken charge in e.
Element x y z (Å)
C  -0.1426  7.4568  2.5911  -1.02
C  -1.5061  6.6552  2.6217  0.12
C  -2.1926  6.4626  1.2195  -1.03
C  -1.3387  5.5736  0.2035  0.14
O  -1.0704  4.2753  0.7335  -0.41
B  0.1655  3.6867  0.1655  1.81
C  1.4309  4.3337  1.0216  -0.44
C  1.8240  3.5249  2.3172  -0.54
C  0.6802  3.4221  3.3980  0.26
C  0.3475  1.9215  3.8171  -0.42
C  -0.7344  1.8718  4.9814  -0.48
O  -1.1575  0.5135  5.2551  -0.31
C  -1.3593  0.3054  6.6486  -0.63
O  0.3261  2.2130  0.2464  -0.64
C  1.0374  1.9234  -0.9481  -0.11
C  1.4863  0.4609  -1.2262  -0.01
C  1.0404  -0.3911  -2.3198  0.34
C  1.5556  -1.7639  -2.5306  -0.96
C  2.5749  -2.3248  -1.6289  -0.62
C  3.0169  -1.4666  -0.5092  -0.62
C  2.4997  -0.1050  -0.2992  -0.57
C  0.1304  2.7006  -2.0018  1.05
C  -1.3877  2.2961  -2.1394  -1.21
O  -2.0406  3.3873  -2.8378  -0.28
C  -3.4316  3.2016  -2.8929  -0.65
O  -4.0690  4.1201  -1.9787  -0.24
C  -5.4951  4.0390  -2.1475  -0.40
C  -6.0141  2.9012  -1.1537  -0.30
O  -6.9614  3.5298  -0.2754  -0.52
C  0.8007  3.1964  -3.3590  -1.13
C  0.7718  2.1541  -4.5182  0.41
C  2.0763  1.7133  -5.0879  -0.55
C  2.1393  0.7741  -6.2013  -0.54
C  0.9270  0.1865  -6.7972  -0.50
C  -0.3591  0.6203  -6.2451  -0.60
C  -0.4231  1.5826  -5.1400  0.21
O  0.0511  3.9673  -1.2780  -1.20
H  -0.2665  8.4199  3.1690  0.33
H  0.6128  6.8551  3.1817  0.18
H  0.2738  7.6403  1.5697  0.30
H  -1.3861  5.6473  3.0930  -0.17
H  -2.2382  7.2227  3.2707  0.46
H  -3.2364  6.0557  1.2573  0.34
H  -2.2728  7.4764  0.7142  0.36
H  -1.9687  5.5257  -0.7364  -0.07
H  -0.3887  6.1660  0.0252  0.14
H  2.3493  4.3449  0.3533  0.28
H  1.2145  5.3922  1.3438  -0.02
H  2.7040  4.0297  2.8269  0.49
H  2.1875  2.4871  2.0677  -0.13
H  1.0060  3.9239  4.3622  0.52
H  -0.2950  3.8855  3.1003  -0.54
H  1.2802  1.4712  4.2732  0.20
H  -0.0265  1.3240  2.9399  0.12
H  -1.6364  2.4502  4.6440  0.17
H  -0.2611  2.3295  5.8898  0.37
H  -2.1643  -0.4574  6.8672  0.23
H  -1.6404  1.2299  7.2220  0.29
H  -0.4232  -0.1018  7.1470  0.24
H  2.0100  2.5073  -0.9860  0.35
H  0.2888  -0.0261  -3.0550  0.28
H  1.1687  -2.3561  -3.3993  0.36
H  2.9671  -3.3502  -1.8244  0.51
H  3.7873  -1.9080  0.1784  0.33
H  2.9098  0.4824  0.5625  0.26
H  -1.9131  2.1700  -1.1572  0.56
H  -1.5298  1.3176  -2.7003  0.71
H  -3.7840  3.5162  -3.9255  0.33
H  -3.7709  2.1444  -2.6956  0.38
H  -5.7976  3.7556  -3.1964  0.27
H  -5.9700  5.0296  -1.9235  0.35
H  -6.4613  2.0761  -1.7763  0.27
H  -5.1410  2.4395  -0.6026  0.21
H  -7.2967  2.8895  0.3739  0.30
H  0.2743  4.1202  -3.7059  0.39
H  1.8551  3.4847  -3.0736  0.40
H  3.0229  2.1364  -4.6832  0.30
H  3.1287  0.4801  -6.6306  0.31
H  0.9765  -0.5530  -7.6270  0.37
H  -1.3088  0.2153  -6.6624  0.36
H  -1.4354  1.8760  -4.7545  0.25
C  1.2912  -9.4571  0.2770  -1.75
C  2.3388  -8.3111  0.3374  1.79
C  2.8232  -8.1143  1.7899  -1.25
C  1.7862  -7.4465  2.6911  -0.50
C  1.2906  -6.1405  2.0750  -1.18
C  0.7739  -6.3163  0.6337  1.60
N  1.7493  -7.0562  -0.2286  0.68
O  2.7043  -6.2632  -0.5073  -0.42
C  -0.5844  -7.0532  0.6630  -1.82
C  0.4263  -4.9338  0.0522  -1.79
C  3.5175  -8.8366  -0.5072  -1.91
H  1.7483  -10.4045  -0.0096  0.47
H  0.8097  -9.6393  1.2381  0.34
H  0.5183  -9.2647  -0.4690  0.35
H  3.7322  -7.5020  1.7972  0.41
H  3.1065  -9.0796  2.2176  0.36
H  0.9468  -8.1220  2.8759  0.31
H  2.2293  -7.2435  3.6693  0.40
H  0.5014  -5.7210  2.7030  0.43
H  2.1106  -5.4133  2.0913  0.37
H  -0.9384  -7.2637  -0.3492  0.39
H  -1.3440  -6.4411  1.1515  0.44
H  -0.5644  -7.9892  1.2170  0.37
H  1.2653  -4.2383  0.0702  0.31
H  -0.3710  -4.4634  0.6340  0.44
H  0.0668  -5.0159  -0.9765  0.49
H  3.2137  -8.9985  -1.5445  0.46
H  3.8707  -9.7903  -0.1117  0.48
H  4.3777  -8.1654  -0.5021  0.38


(3)
C5H16BrO3 | wB97M-V/def2-TZVPD

Properties
- Kohn-Sham gap: 7.8 eV
- Total charge: -1
- Energy above the lowest of the compared OMol25 structures with the same formula, charge and spin: 835.7 kJ/mol
- LUMO level: 3.8 eV
- HOMO energy: -4.0414 eV

Last column: Mulliken charge in e.
Element x y z (Å)
Br  24.7338  8.1281  -15.3405  -0.87
C  22.6348  6.9381  -16.6800  -2.27
C  22.0082  6.4827  -15.3637  0.79
C  22.0705  4.9762  -15.2633  -1.47
O  22.6242  7.1769  -14.3208  -0.65
H  23.5932  6.4430  -16.8366  0.64
H  22.7378  8.0220  -16.6281  1.36
H  21.9583  6.6928  -17.4987  0.47
H  20.9738  6.8257  -15.3890  0.28
H  23.0840  4.5784  -15.2124  0.31
H  21.4927  4.4561  -16.0273  0.32
H  21.5567  4.7412  -14.3311  0.40
H  23.4551  7.4326  -14.7280  0.49
C  25.4614  10.6971  -17.6826  -0.73
O  25.8352  9.4207  -17.2586  -0.63
H  26.3040  11.0578  -18.2725  0.26
H  24.5850  10.7632  -18.3273  0.26
H  25.3935  11.3384  -16.8038  0.22
H  25.0363  8.9808  -16.9589  0.11
C  24.3649  7.9579  -18.3636  -1.07
O  23.5699  8.7014  -17.4756  -0.60
H  25.3534  7.7004  -17.9834  0.54
H  23.9936  6.9808  -18.6726  0.36
H  24.5761  8.5239  -19.2708  0.28
H  23.6735  8.3965  -16.5712  0.22